ORCA calculation (ωB97M-V/def2-TZVPD) on C48H49CuF5NOP2Te as an isolated structure.

ΔE to the lowest compared entry with this formula, charge and spin ... 0.0 kcal/mol
HOMO energy ... -7.1 eV

Atoms and positions in Å:
Te (-1.079, -1.542, 0.946)
Cu (-0.363, 1.252, 0.489)
P (0.837, 1.206, -1.401)
P (3.926, 2.136, 1.488)
F (-3.856, 2.346, -1.049)
F (-2.402, 1.607, 1.053)
F (-1.699, 3.415, -0.004)
F (-4.953, 2.466, 0.821)
F (-4.314, 4.284, -0.188)
O (0.119, 0.895, 2.372)
N (-1.052, -1.070, 2.862)
C (0.815, -0.451, -2.173)
C (0.969, -3.210, 3.085)
C (5.872, 2.283, -0.629)
C (1.407, -1.521, -1.496)
C (2.570, 5.786, 0.079)
C (-1.252, 3.602, -3.941)
C (3.085, 0.978, 0.299)
C (1.367, 2.707, -3.716)
C (0.813, 4.745, 1.345)
C (-3.176, -1.586, 0.725)
C (-3.998, -2.163, 1.697)
C (3.411, 4.712, 0.351)
C (-0.670, -3.615, 1.141)
C (-0.004, -7.841, 1.491)
C (-5.927, -1.312, 0.479)
C (0.376, -5.464, 2.231)
C (-0.399, 0.393, 4.626)
C (0.653, -3.050, -3.189)
C (-2.672, 3.068, 0.975)
C (0.191, -4.086, 2.134)
C (-2.845, -0.408, -1.523)
C (5.542, 2.506, 0.708)
C (-5.077, -0.805, -0.496)
C (-0.304, 3.985, -4.878)
C (2.958, 3.646, 1.123)
C (6.517, 3.051, 1.544)
C (-0.230, -6.359, 1.364)
C (-1.236, -4.483, 0.195)
C (1.656, 3.680, 1.630)
C (-2.048, -4.016, -0.985)
C (-0.434, 0.060, 3.153)
C (-0.891, 2.776, -2.884)
C (1.008, 3.539, -4.763)
C (0.420, 2.320, -2.768)
C (7.774, 3.384, 1.059)
C (0.061, -1.996, -3.868)
C (-7.412, -1.108, 0.369)
C (-3.944, 3.035, 0.141)
C (2.618, 1.514, -1.068)
C (-3.701, -0.938, -0.403)
C (8.086, 3.155, -0.272)
C (1.329, -2.810, -1.999)
C (-3.493, -2.983, 2.855)
C (0.141, -0.703, -3.364)
C (1.272, 5.800, 0.566)
C (-5.373, -2.004, 1.546)
C (7.134, 2.598, -1.115)
C (-1.013, -5.847, 0.338)
H (-3.469, -0.060, -2.344)
H (1.366, -2.319, 2.597)
H (1.924, -1.350, -0.558)
H (3.205, 1.090, -1.884)
H (0.350, -2.866, 3.912)
H (-2.250, 0.444, -1.194)
H (-2.271, 3.959, -4.014)
H (1.791, -3.628, -1.459)
H (-3.067, -3.748, -0.707)
H (-1.309, 0.946, 4.866)
H (-0.467, -2.176, -4.796)
H (9.069, 3.404, -0.652)
H (-1.457, -6.524, -0.385)
H (-1.628, 2.519, -2.133)
H (6.285, 3.215, 2.591)
H (-7.938, -1.558, 1.210)
H (1.812, -3.775, 3.483)
H (7.371, 2.412, -2.155)
H (-0.376, -0.507, 5.237)
H (0.589, -4.056, -3.584)
H (-4.272, -3.072, 3.611)
H (-6.027, -2.426, 2.301)
H (-2.096, -4.805, -1.734)
H (-7.650, -0.044, 0.348)
H (2.934, 6.611, -0.522)
H (0.470, -8.088, 2.440)
H (0.614, 6.630, 0.341)
H (-0.200, 4.741, 1.726)
H (-0.583, 4.638, -5.694)
H (1.033, -5.841, 3.007)
H (-2.614, -2.541, 3.319)
H (2.391, 2.361, -3.641)
H (-3.234, -3.991, 2.521)
H (8.512, 3.813, 1.725)
H (2.723, 2.601, -1.118)
H (0.641, -8.204, 0.688)
H (3.750, 0.118, 0.179)
H (2.229, 0.622, 0.880)
H (1.750, 3.842, -5.491)
H (-0.945, -8.387, 1.427)
H (-5.491, -0.271, -1.344)
H (1.292, 2.866, 2.248)
H (-2.165, -1.168, -1.917)
H (-7.799, -1.549, -0.551)
H (4.419, 4.709, -0.045)
H (5.142, 1.863, -1.305)
H (-0.328, 0.113, -3.901)
H (-1.593, -3.147, -1.471)
H (0.456, 1.030, 4.839)

Atomic forces in eV per Å
Te -0.281 0.048 0.033
Cu 0.277 0.345 -0.334
P -0.190 -0.004 0.212
P 0.018 -0.010 0.062
F -0.084 0.115 0.108
F 0.029 -0.246 0.063
F 0.135 0.067 0.001
F 0.024 0.023 -0.092
F -0.033 -0.075 -0.034
O -0.065 -0.268 0.098
N 0.108 0.116 0.052
C 0.023 -0.013 0.009
C 0.003 -0.030 -0.016
C -0.003 -0.010 0.047
C -0.016 -0.031 -0.040
C -0.003 -0.006 0.008
C 0.001 -0.002 -0.001
C 0.062 -0.048 -0.062
C -0.002 -0.006 -0.024
C -0.017 -0.007 -0.017
C -0.002 -0.062 -0.015
C -0.016 0.022 -0.010
C -0.005 -0.002 -0.002
C -0.003 0.044 -0.071
C 0.000 -0.007 0.004
C -0.004 -0.006 0.017
C 0.024 0.006 0.024
C -0.040 -0.003 -0.012
C 0.028 0.010 -0.012
C -0.051 -0.016 -0.020
C 0.026 -0.055 0.023
C 0.015 -0.032 0.046
C -0.012 0.014 -0.084
C 0.021 -0.011 -0.012
C -0.004 0.001 0.002
C -0.012 0.065 0.025
C 0.003 0.029 0.013
C 0.002 0.005 -0.007
C 0.000 -0.016 0.035
C 0.006 -0.004 0.013
C 0.041 0.049 -0.012
C 0.006 0.065 -0.036
C 0.015 0.028 0.049
C -0.004 -0.003 0.002
C 0.000 -0.005 -0.050
C -0.019 -0.001 0.020
C 0.012 0.012 -0.005
C -0.015 -0.005 0.001
C -0.050 0.044 0.013
C 0.037 -0.013 -0.037
C 0.001 -0.021 0.004
C -0.002 -0.010 -0.026
C 0.024 -0.005 -0.010
C -0.021 -0.024 -0.010
C 0.030 -0.013 -0.021
C -0.008 0.002 0.001
C -0.016 0.014 0.007
C 0.006 0.004 0.018
C 0.000 0.011 0.001
H -0.005 -0.005 0.014
H 0.001 -0.012 -0.004
H 0.025 0.014 -0.001
H 0.011 -0.008 -0.007
H 0.010 -0.015 -0.011
H 0.051 0.022 0.028
H 0.016 -0.006 -0.001
H -0.006 0.005 -0.004
H -0.021 -0.003 0.026
H 0.009 0.019 -0.012
H 0.004 0.005 0.007
H -0.011 0.000 0.005
H 0.007 0.001 0.008
H 0.026 -0.015 -0.013
H -0.002 -0.003 -0.010
H 0.006 0.000 -0.006
H -0.001 0.015 0.007
H -0.001 0.003 0.006
H -0.009 -0.004 -0.004
H -0.003 0.006 0.007
H -0.003 -0.019 -0.012
H 0.006 0.002 -0.011
H -0.001 -0.001 -0.001
H 0.011 -0.004 0.005
H -0.005 -0.004 0.001
H -0.002 0.005 -0.006
H 0.010 -0.007 0.001
H -0.018 -0.009 -0.019
H 0.006 -0.004 0.003
H -0.009 -0.002 -0.012
H -0.027 -0.007 -0.013
H -0.013 0.001 0.001
H 0.007 -0.002 -0.008
H -0.007 -0.006 -0.005
H -0.001 0.008 0.009
H -0.004 0.003 0.000
H -0.013 0.004 -0.005
H -0.010 -0.004 0.023
H -0.010 -0.004 0.010
H 0.000 0.007 -0.002
H -0.002 -0.013 0.013
H 0.025 0.022 0.002
H -0.044 0.039 0.021
H 0.006 0.005 0.002
H 0.004 -0.007 0.005
H -0.018 -0.022 -0.024
H 0.004 -0.005 0.000
H -0.022 -0.061 0.056
H 0.015 -0.007 -0.005